Computed, not measured: an isolated molecule of C3H5NO2 at a distorted geometry, with ωB97M-V/def2-TZVPD.

The SMILES is [H]/N=C(/C)OC=O. As for the HOMO-LUMO gap: 11.39 eV. For the lowest unoccupied orbital energy, the calculation gives 0.79 eV.

Positions of all 11 atoms, in Å:
H1 1.9951 -1.5136 -0.2840
N1 1.7366 -0.5461 -0.3298
C1 0.5146 -0.2152 -0.2131
C2 0.4587 1.2446 0.0834
O1 -0.5068 -1.1062 -0.3872
C3 -1.7721 -0.8210 0.0356
O2 -2.6684 -1.5833 -0.1546
H2 0.5211 1.4463 1.1570
H3 -0.3617 1.8507 -0.3493
H4 1.5869 1.1637 -0.2109
H5 -1.8511 0.1428 0.5620

=====

Computed, not measured: a structure of composition C3H5NO2, with ωB97M-V/def2-TZVPD.

As for the HOMO-LUMO gap: 10.55 eV. For the lowest unoccupied orbital energy, the calculation gives 0.86 eV.

Positions of all 11 atoms, in Å:
C1 1.6669 -0.0407 -0.0647
C2 0.4800 -0.5421 0.2459
N1 -0.3909 -1.2583 -0.6275
O1 -0.3090 0.1212 1.1717
C3 -1.0733 0.7774 0.1827
O2 -1.5304 -0.2619 -0.6620
H1 2.2115 -0.3361 -0.9500
H2 2.0357 0.7652 0.5628
H3 -0.3658 1.4149 -0.3713
H4 -0.8514 -2.0059 -0.1101
H5 -1.8733 1.3662 0.6225

=====

Computed, not measured: an isolated molecule of C3H5NO2 at a distorted geometry, with ωB97M-V/def2-TZVPD.

The SMILES is C[C@]12NO[C@H]1O2. As for the HOMO-LUMO gap: 10.40 eV. For the lowest unoccupied orbital energy, the calculation gives 0.66 eV.

Positions of all 11 atoms, in Å:
C1 -1.1021 -0.7008 0.7243
C2 -0.0118 0.1467 0.1451
N1 -0.2262 1.3644 -0.6232
O1 0.9976 0.8665 -1.6153
C3 1.1465 -0.1665 -0.7019
O2 1.3029 0.2151 0.6500
H1 -1.4325 -0.3847 1.7136
H2 -0.7166 -1.7206 0.8020
H3 -1.9666 -0.7080 0.0530
H4 0.2814 2.1265 -0.1659
H5 1.7274 -1.0387 -0.9817

=====

Computed, not measured: a cluster of 2 separate species, C3H5NO2 in total at a distorted geometry, with ωB97M-V/def2-TZVPD.

As for the HOMO-LUMO gap (spin up / spin down): 7.76 / 9.03 eV. For the lowest unoccupied orbital energy (spin up / spin down), the calculation gives 0.06 / 0.05 eV.

Positions of all 11 atoms, in Å:
C1 -0.5989 0.0418 1.3195
C2 -0.9837 0.3353 -1.7060
C3 0.6186 0.0189 0.6844
N1 -1.5322 -0.1010 1.9779
O1 1.2797 -1.1423 0.7526
O2 1.4851 1.0036 0.5231
H1 -1.0444 -0.6946 -1.8055
H2 -0.9434 0.9427 -2.5966
H3 -1.4376 0.8832 -0.9379
H4 0.7229 -1.9339 1.0360
H5 2.4337 0.6462 0.7527

=====

ΔE to the lowest compared entry with this formula, charge and spin (kJ/mol)
217.05; 402.99; 460.88; 514.73